Entry 1:
A cluster of 2 separate species, C3H5BrS in total in a non-equilibrium geometry, computed with ωB97M-V with the def2-TZVPD basis set.

CARTESIAN COORDINATES (ANGSTROEM)
S  -0.79932  0.51321  -2.40917
C  -0.61885  -0.81236  -1.48646
Br  0.56733  -2.18185  -1.83737
H  -1.26464  -0.97000  -0.48429
C  0.75666  0.47876  0.49910
C  0.00435  0.67222  1.59024
H  0.61694  1.09507  -0.40559
H  1.49470  -0.28261  0.44989
H  0.00991  0.04348  2.43632
H  -0.76707  1.44407  1.64734

Summary:
- HOMO energy (hartree) = -0.3393
- E_LUMO (eV) = -0.84
- SMILES string = S=CBr.C=C
- calculated total energy (hartree) = -3089.42162

---

Entry 2:
The molecule C3H5BrS in a non-equilibrium geometry, computed with ωB97M-V with the def2-TZVPD basis set.

CARTESIAN COORDINATES (ANGSTROEM)
C  1.24224  0.18924  -0.12830
C  -0.12112  -0.11399  -0.42211
S  -0.57891  -1.83427  0.02527
C  -1.15727  0.07214  0.57857
Br  -2.91140  0.58554  -0.08075
H  1.42573  -0.24489  0.81628
H  1.44535  1.20368  -0.17120
H  2.04436  -0.20879  -0.76005
H  -0.50147  0.08626  -1.49426
H  -0.88751  0.26507  1.63654

Summary:
- HOMO energy (hartree) = -0.3294
- E_LUMO (eV) = 0.29
- SMILES string = C[C@H]1S[C@@H]1Br
- calculated total energy (hartree) = -3089.45308

---

Entry 3:
A cluster of 2 separate species, C3H5Cl in total, computed with ωB97M-V with the def2-TZVPD basis set.

CARTESIAN COORDINATES (ANGSTROEM)
C  0.90119  -1.74263  0.03923
C  0.97333  -0.55024  -0.01402
C  1.03455  0.89245  -0.08238
H  0.85128  -2.78735  0.12879
H  1.82595  1.20499  -0.76275
H  0.08435  1.28869  -0.44269
H  1.23847  1.30041  0.90717
Cl  -2.84222  0.01439  0.09376
H  -4.06689  0.37929  0.13289

Summary:
- HOMO energy (hartree) = -0.3664
- E_LUMO (eV) = 0.82
- SMILES string = C#CC.Cl
- calculated total energy (hartree) = -577.43034

---

Entry 4:
The ion C3H5Cl2N2 with charge +1 in a non-equilibrium geometry, computed with ωB97M-V with the def2-TZVPD basis set.

CARTESIAN COORDINATES (ANGSTROEM)
C  -0.82675  -0.37777  1.15008
C  0.52827  -0.46419  -0.86541
C  0.75367  0.99673  -0.62491
N  -0.27972  -1.07556  0.16523
N  -0.85228  0.90414  1.10918
Cl  -0.41615  -0.52026  -2.43542
Cl  2.01231  1.64733  0.13642
H  -1.21254  -1.12296  1.85191
H  1.34552  -1.11504  -1.07236
H  0.31053  1.63115  -1.30870
H  -0.47579  -2.14881  0.08690
H  -0.88706  1.64525  1.80708

Summary:
- HOMO energy (spin up / spin down) (hartree) = -0.5399 / -0.5399
- net charge = +1
- E_LUMO (spin up / spin down) (eV) = -6.32 / -6.32
- calculated total energy (hartree) = -1146.85650

---

Entry 5:
A cluster of 2 separate species, C3H5Cl2O3S in total in a non-equilibrium geometry, computed with ωB97M-V with the def2-TZVPD basis set.

CARTESIAN COORDINATES (ANGSTROEM)
C  -0.92813  -0.76905  -0.62321
C  0.90336  -0.69141  1.10595
C  -0.60278  -1.12327  0.81033
O  1.66954  1.77601  -0.61823
O  -1.32089  -1.74975  1.57590
O  -0.12199  1.75307  -2.21364
S  0.56184  2.55489  -1.21926
Cl  2.00958  -1.99334  0.66593
Cl  -0.95847  2.38312  0.64251
H  -0.97018  0.37572  -0.69432
H  -1.98466  -1.07773  -0.77192
H  -0.19989  -1.20231  -1.35107
H  0.91002  -0.51910  2.19581
H  1.03266  0.28314  0.49522

Summary:
- HOMO energy (hartree) = -0.2062
- net charge = -1
- E_LUMO (eV) = 3.33
- calculated total energy (hartree) = -1661.69460

---

Entry 6:
A structure of composition C3H5Cl3 in a non-equilibrium geometry, computed with ωB97M-V with the def2-TZVPD basis set.

CARTESIAN COORDINATES (ANGSTROEM)
C  1.05271  0.89382  0.30159
C  0.32792  -0.35596  -0.02127
C  -1.28393  -0.54969  -0.19820
H  1.96391  0.52574  0.86443
H  0.50667  1.75177  0.93015
H  1.49321  1.37922  -0.90445
H  0.35797  -1.12791  0.78488
H  -1.41786  -0.03466  0.85527
Cl  1.18321  -1.32021  -1.26217
Cl  -2.04875  -1.96519  -0.21493
Cl  -2.13506  0.80307  -1.13530

Summary:
- HOMO energy (hartree) = -0.3775
- E_LUMO (eV) = 0.60
- calculated total energy (hartree) = -1497.79462

---

Entry 7:
The molecule C3H5Cl3NO2P in a non-equilibrium geometry, computed with ωB97M-V with the def2-TZVPD basis set.

CARTESIAN COORDINATES (ANGSTROEM)
C  1.82007  -0.88393  0.37705
C  1.60362  0.50550  -0.21759
O  0.28341  1.03444  0.08003
P  -1.32737  0.80186  -1.07293
O  -2.05173  2.00629  -1.31108
Cl  -0.61210  -0.11374  -2.65407
N  -2.22200  -0.39324  -0.26058
C  -2.34823  -0.35472  0.98074
Cl  -3.35323  -1.40880  1.82809
Cl  -1.75433  0.94830  1.98859
H  1.12496  -1.50964  -0.05272
H  2.73537  -1.29542  -0.03155
H  1.94796  -0.96517  1.46476
H  1.76117  0.36888  -1.21517
H  2.39243  1.25938  0.09644

Summary:
- HOMO energy (hartree) = -0.3825
- E_LUMO (eV) = -0.24
- SMILES string = CCO[P@@](=O)(Cl)N=C(Cl)Cl
- calculated total energy (hartree) = -2044.49246

---

Entry 8:
A cluster of 2 separate species, C3H5Cl3OSi in total in a non-equilibrium geometry, computed with ωB97M-V with the def2-TZVPD basis set.

CARTESIAN COORDINATES (ANGSTROEM)
C  -1.65189  0.95298  1.34316
C  -0.49592  1.04809  0.74829
C  -0.00319  0.04616  -1.02995
O  0.90903  1.04297  -1.58859
Si  0.84472  -1.38047  -0.20785
Cl  1.72752  -2.68500  -1.57489
Cl  -0.52168  -2.56376  0.63012
Cl  2.26240  -0.68456  0.99445
H  -1.84444  1.40258  2.25732
H  -2.58798  0.66163  0.81253
H  0.37646  1.51070  1.23220
H  -0.84301  -0.10600  -1.75030
H  1.82798  0.75468  -1.86649

Summary:
- HOMO energy (hartree) = -0.3615
- E_LUMO (eV) = 0.48
- calculated total energy (hartree) = -1862.66275

---

Entry 9:
A cluster of 2 separate species, C3H5Cl4O2S in total in a non-equilibrium geometry, computed with ωB97M-V with the def2-TZVPD basis set.

CARTESIAN COORDINATES (ANGSTROEM)
O  1.92585  -3.44346  -0.52283
S  2.41465  -2.52422  0.48039
O  3.74326  -1.92726  0.36945
Cl  0.50013  -0.49570  0.07300
Cl  2.20278  -3.32694  2.39688
C  -0.50963  1.58361  -1.32140
C  -0.45998  0.90732  0.05529
C  -1.87412  0.75295  0.63527
Cl  -2.48089  -0.92734  0.63659
Cl  1.04343  1.86566  -2.08974
H  -1.14507  1.02832  -2.02867
H  -0.95235  2.57728  -1.17119
H  0.13595  1.49411  0.75296
H  -1.91714  1.11036  1.66416
H  -2.62685  1.32530  0.06983

Summary:
- HOMO energy (spin up / spin down) (hartree) = -0.3743 / -0.4005
- E_LUMO (spin up / spin down) (eV) = 0.13 / -3.02
- calculated total energy (hartree) = -2506.67708
- spin multiplicity = 2

---

Entry 10:
A cluster of 2 separate species, C3H5ClF2 in total in a non-equilibrium geometry, computed with ωB97M-V with the def2-TZVPD basis set.

CARTESIAN COORDINATES (ANGSTROEM)
C  1.39922  -1.39648  -0.72269
C  1.85346  -0.40687  0.01408
F  2.78600  -0.46856  1.02637
Cl  1.44196  1.29038  -0.36092
H  0.83377  -0.97161  -1.51910
H  1.60122  -2.35229  -0.38458
C  -1.90497  0.95238  0.40806
F  -2.98966  0.16539  0.64158
H  -1.72027  1.61596  1.33257
H  -2.14782  1.42778  -0.67751
H  -1.15291  0.14392  0.24214

Summary:
- HOMO energy (hartree) = -0.3813
- E_LUMO (eV) = 0.69
- SMILES string = C=C(F)Cl.CF
- calculated total energy (hartree) = -777.15160